103
Properties=species:S:1:pos:R:3 method="wB97M-V/def2-TZVPD" total_charge=+1 max_force_ha_per_bohr=0.0200 e_tot_ha=-9250.60911 orbital_gap_ev="3.83 / 3.83"
Pb 1.6066 0.4348 1.5532
C -1.0056 2.6920 2.7358
C 0.3108 3.1353 3.3083
C 0.3472 4.1899 4.2444
C 1.5406 4.5541 4.7951
C 2.7246 3.8666 4.4504
C 3.9965 4.1293 5.0108
Br 4.2231 5.5210 6.2743
C 5.0659 3.3587 4.6680
C 4.9240 2.3077 3.7460
Br 6.4290 1.2372 3.3717
C 3.7293 2.0296 3.1098
O 3.5942 1.0623 2.2251
C 2.6107 2.8295 3.5000
N 1.4062 2.5110 2.9436
H -1.5372 3.5349 2.2910
H -1.6397 2.2878 3.5282
H -0.8771 1.9306 1.9663
H -0.5722 4.6906 4.5165
H 1.5930 5.3559 5.5188
H 6.0362 3.5379 5.1093
I 3.1262 -1.8261 4.0755
C 3.4322 -3.0209 2.3502
I 1.8681 -2.9540 0.9039
H 3.4893 -4.0477 2.6861
H 4.3464 -2.6825 1.8797
C -0.0791 4.1282 -0.3983
C 0.5123 3.1785 -1.4357
C 2.0314 3.3643 -1.4916
P 0.1090 1.3831 -1.1370
C 0.4898 0.6573 -2.8296
C -0.7266 0.4362 -3.7263
C 1.3509 -0.6040 -2.7833
C -1.7490 1.5014 -1.0990
C -2.4452 2.4125 -1.8797
C -3.8227 2.6086 -1.7839
C -4.5065 3.6467 -2.6180
C -4.5547 1.8541 -0.8556
C -3.9218 0.9012 -0.1070
C -2.5221 0.6936 -0.2271
N -1.9032 -0.2149 0.5658
C -2.4835 -1.3327 0.9606
C -2.0421 -1.8661 2.2422
C -1.2783 -1.0171 3.2051
C -2.4643 -3.1051 2.6356
C -3.3110 -3.8737 1.8293
C -3.7530 -5.2299 2.2646
C -3.7615 -3.3572 0.6108
C -3.4018 -2.1187 0.1395
C -3.8695 -1.8053 -1.2575
H 0.0582 5.1582 -0.7331
H 0.4535 4.0276 0.5500
H -1.1431 3.9780 -0.2148
H 0.1181 3.4254 -2.4281
H 2.5439 2.6163 -2.0934
H 2.4656 3.3180 -0.4915
H 2.2582 4.3466 -1.9097
H 1.0987 1.4573 -3.2627
H -1.4708 -0.2012 -3.2408
H -0.4010 -0.0752 -4.6348
H -1.2072 1.3625 -4.0358
H 0.7494 -1.4648 -2.4725
H 2.1972 -0.5033 -2.1117
H 1.7364 -0.7938 -3.7879
H -1.9069 3.0369 -2.5788
H -3.8617 4.0129 -3.4138
H -4.7926 4.4968 -1.9940
H -5.4227 3.2515 -3.0577
H -5.6150 2.0330 -0.7289
H -4.4620 0.3332 0.6393
H -1.9504 -0.6998 4.0074
H -0.8883 -0.1182 2.7414
H -0.4656 -1.5862 3.6590
H -2.1525 -3.4928 3.5976
H -3.2322 -5.5600 3.1598
H -3.5877 -5.9566 1.4679
H -4.8263 -5.2203 2.4709
H -4.3943 -3.9798 -0.0109
H -4.9605 -1.8282 -1.2781
H -3.4916 -2.5906 -1.9104
H -3.5437 -0.8578 -1.6660
F 6.5486 0.8554 -0.0945
Te 4.7126 0.7464 -0.2516
F 4.9339 -0.6651 -1.4690
F 4.7703 1.7144 -1.8534
F 4.7670 2.4793 0.4619
F 4.9160 -0.6767 0.9667
O 2.8861 0.6181 -0.2713
C -1.6887 -4.4420 -4.0498
N -0.3235 -4.5730 -3.6070
C 0.6986 -5.2082 -4.4341
C 1.9805 -5.0475 -3.5953
N 1.4708 -4.4352 -2.3763
C 0.1637 -4.1386 -2.4365
S -0.7001 -3.3315 -1.2302
H -1.9358 -5.2853 -4.6936
H -1.8443 -3.5148 -4.6074
H -2.3486 -4.4492 -3.1859
H 0.7732 -4.7081 -5.4008
H 0.4448 -6.2552 -4.6101
H 2.7090 -4.3997 -4.0827
H 2.4529 -6.0060 -3.3862
H 2.0443 -4.1098 -1.6166

---

96
Properties=species:S:1:pos:R:3 method="wB97M-V/def2-TZVPD" total_charge=-1 max_force_ha_per_bohr=0.0043 e_tot_ha=-2643.89367 orbital_gap_ev=6.38
Sn -0.1649 -1.2002 0.5487
O -2.5978 -0.6392 3.8353
C -2.1472 -1.3195 2.9330
O -1.9251 -0.8917 1.7210
C -1.8500 -2.8027 3.1902
C -2.0354 -3.6582 1.9354
C -2.1045 -5.1435 2.2995
C -0.6231 -5.4531 2.6341
C 0.0225 -4.0826 2.4222
O -0.7339 -3.5677 1.3036
C -0.3618 -3.1291 3.5671
C 0.5930 -1.9337 3.6145
O 1.0760 -1.5806 4.6774
O 0.8660 -1.4057 2.4638
H -2.5144 -3.1133 3.9949
H -2.7908 -3.2986 1.2457
H -2.7812 -5.3223 3.1348
H -2.4507 -5.7288 1.4477
H -0.4761 -5.8156 3.6511
H -0.2052 -6.1859 1.9441
H 1.0790 -4.0842 2.1661
H -0.3111 -3.6236 4.5352
C -4.6300 2.8807 -0.2694
C -3.5838 2.0622 -0.9771
C -2.4696 2.6477 -1.5773
C -1.4584 1.9015 -2.1500
C -1.4746 0.4823 -2.1607
N -0.4737 -0.3362 -2.5412
C 0.4663 0.0202 -3.4415
C 0.2865 0.9016 -4.5350
C 1.2975 1.1738 -5.4376
C 2.5600 0.5942 -5.3395
C 3.6462 0.8732 -6.3441
C 2.7564 -0.2917 -4.2861
C 1.7551 -0.5714 -3.3756
N 2.0726 -1.4541 -2.2921
C 2.8573 -1.1545 -1.2337
C 2.9260 -2.2814 -0.4456
C 2.1260 -3.2189 -1.1269
N 1.6199 -2.7140 -2.2441
C -2.6496 -0.0818 -1.5958
C -3.6499 0.6767 -1.0118
N -2.8450 -1.4963 -1.6898
C -3.7893 -2.1294 -2.4129
C -3.5767 -3.4824 -2.2698
C -2.4504 -3.5678 -1.4352
N -2.0208 -2.3631 -1.0933
H -4.5529 3.9336 -0.5459
H -5.6403 2.5450 -0.5142
H -4.5182 2.8158 0.8166
H -2.3813 3.7314 -1.5757
H -0.6059 2.4070 -2.5837
H -0.6819 1.3672 -4.6675
H 1.0955 1.8606 -6.2549
H 3.4535 1.8052 -6.8781
H 4.6223 0.9630 -5.8626
H 3.7254 0.0785 -7.0917
H 3.7152 -0.7844 -4.1560
H 3.2803 -0.1693 -1.1271
H 3.4424 -2.3948 0.4925
H 1.9011 -4.2390 -0.8558
H -4.4891 0.1574 -0.5601
H -4.5112 -1.5658 -2.9788
H -4.1374 -4.2840 -2.7183
H -1.9236 -4.4384 -1.0769
C 1.8497 2.6960 -1.3106
C 1.0414 3.1943 -0.1128
C 1.4633 4.6042 0.2879
P 1.0562 1.8971 1.2167
C 2.7916 2.0479 1.9059
C 3.0023 3.0688 3.0243
C 3.3168 0.6748 2.3329
C -0.0268 2.6266 2.5277
C -1.4286 2.8752 1.9668
C -0.1116 1.6632 3.7146
H 1.7576 3.3847 -2.1556
H 1.5093 1.7143 -1.6435
H 2.9150 2.6216 -1.0712
H -0.0087 3.2146 -0.4172
H 2.5251 4.6392 0.5439
H 0.8955 4.9787 1.1417
H 1.3082 5.2955 -0.5459
H 3.3806 2.3742 1.0403
H 2.4710 2.7750 3.9304
H 2.6700 4.0697 2.7500
H 4.0660 3.1244 3.2744
H 2.7496 0.2679 3.1711
H 4.3685 0.7466 2.6283
H 3.2295 -0.0521 1.5246
H 0.3975 3.5790 2.8621
H -1.8374 1.9637 1.5212
H -1.4448 3.6619 1.2095
H -2.1016 3.1698 2.7766
H -0.7237 0.7993 3.4578
H -0.5944 2.1556 4.5630
H 0.8576 1.2883 4.0444